(1)
The following is a DFT calculation (ωB97M-V with the def2-TZVPD basis set) of the molecule C3H4OS2.

Bonds (Å) are listed after each position.
CARTESIAN COORDINATES (ANGSTROEM)
1 C -0.462 1.627 -0.379  O8 1.177, S9 1.741, S10 1.764
2 C -0.022 -0.507 0.853  C3 1.537, H4 1.064, H5 1.099, S9 1.771
3 C 0.470 -0.871 -0.557  C2 1.537, H6 1.084, H7 1.172, S10 1.818
4 H -0.436 -1.354 1.344  C2 1.064
5 H 0.813 -0.218 1.506  C2 1.099
6 H 1.398 -1.413 -0.417  C3 1.084
7 H -0.386 -1.447 -1.115  C3 1.172
8 O -0.784 2.699 -0.742  C1 1.177
9 S -1.269 0.750 0.891  C1 1.741, C2 1.771
10 S 0.678 0.733 -1.386  C1 1.764, C3 1.818

Results
Frontier orbital gap: 10.02 eV
Multiplicity: 1
HOMO level: -9.543 eV
SMILES: O=C1SCCS1
Lowest unoccupied orbital energy: 0.0175 hartree

---

(2)
The following is a DFT calculation (ωB97M-V with the def2-TZVPD basis set) of the molecule C3H4OS2.

Bonds (Å) are listed after each position.
CARTESIAN COORDINATES (ANGSTROEM)
1 C -1.497 1.272 -0.140  H4 1.100, H5 1.092, H6 1.092, S9 1.804
2 C 0.616 -0.508 -0.181  C3 1.511, O8 1.202, S9 1.818
3 C 1.648 -1.368 0.510  C2 1.511, H7 1.057, S10 1.637
4 H -1.890 2.132 0.423  C1 1.100
5 H -1.131 1.514 -1.140  C1 1.092
6 H -2.253 0.484 -0.182  C1 1.092
7 H 1.802 -1.175 1.538  C3 1.057
8 O 0.403 -0.590 -1.362  C2 1.202
9 S -0.081 0.799 0.872  C1 1.804, C2 1.818
10 S 2.384 -2.559 -0.338  C3 1.637

Results
Frontier orbital gap: 7.76 eV
Multiplicity: 1
HOMO level: -9.314 eV
SMILES: CSC(=O)C=S
Lowest unoccupied orbital energy: -0.0572 hartree

---

(3)
The following is a DFT calculation (ωB97M-V with the def2-TZVPD basis set) of the molecule C3H4OS2.

Bonds (Å) are listed after each position.
CARTESIAN COORDINATES (ANGSTROEM)
1 C 1.319 -0.426 0.593  C2 1.315, S5 1.691, H7 1.148
2 C 0.266 -1.201 0.742  C1 1.315, S6 1.779, H8 1.028
3 C -0.952 1.048 0.668  O4 1.300, S6 1.721, H9 1.132
4 O -1.408 2.152 0.157  C3 1.300, H10 0.994
5 S 1.513 1.127 -0.047  C1 1.691
6 S -1.259 -0.548 0.099  C2 1.779, C3 1.721
7 H 2.263 -1.069 0.711  C1 1.148
8 H 0.314 -2.139 1.160  C2 1.028
9 H -0.706 1.067 1.772  C3 1.132
10 H -1.140 2.056 -0.796  O4 0.994

Results
Frontier orbital gap: 7.31 eV
Multiplicity: 1
HOMO level: -7.958 eV
Lowest unoccupied orbital energy: -0.0240 hartree

---

(4)
The following is a DFT calculation (ωB97M-V with the def2-TZVPD basis set) of a cluster of 2 separate species, C3H4OS2 in total.

Bonds (Å) are listed after each position.
CARTESIAN COORDINATES (ANGSTROEM)
1 C -1.839 -0.029 0.048  C2 1.343, H7 1.145, H8 1.117
2 C -0.834 -0.910 0.179  C1 1.343, O4 1.327, H9 1.081
3 C 1.654 0.229 0.233  S5 1.558, S6 1.659
4 O 0.160 -0.770 1.047  C2 1.327
5 S 2.953 -0.630 0.172  C3 1.558
6 S 0.897 1.553 -0.419  C3 1.659, H10 1.354
7 H -2.510 -0.302 -0.838  C1 1.145
8 H -2.042 0.691 0.878  C1 1.117
9 H -0.574 -1.739 -0.465  C2 1.081
10 H 2.136 1.909 -0.834  S6 1.354

Results
Frontier orbital gap: 7.56 eV
Multiplicity: 1
HOMO level: -8.368 eV
Lowest unoccupied orbital energy: -0.0299 hartree

---

Ordering by calculated energy gives the sequence (1), (2), (3), (4), with the first entry being the most stable.

---

(1)
The following is a DFT calculation (ωB97M-V with the def2-TZVPD basis set) of the molecule C3H5ClN2O.

Bonds (Å) are listed after each position.
CARTESIAN COORDINATES (ANGSTROEM)
1 C -0.733 -0.177 -0.175  C2 1.503, N9 1.386, N10 1.264
2 C 0.635 -0.382 0.414  C1 1.503, C3 1.549, O11 1.235
3 C 1.408 0.935 0.672  C2 1.549, H7 1.098, H8 1.103, Cl12 1.798
4 H -0.558 -2.146 -0.633  N9 1.048
5 H -2.137 -1.399 -0.889  N9 1.021
6 H -2.132 0.985 -0.688  N10 1.049
7 H 0.762 1.623 1.233  C3 1.098
8 H 2.284 0.689 1.296  C3 1.103
9 N -1.121 -1.300 -0.888  C1 1.386, H4 1.048, H5 1.021
10 N -1.292 0.951 -0.061  C1 1.264, H6 1.049
11 O 1.050 -1.530 0.594  C2 1.235
12 Cl 1.832 1.752 -0.873  C3 1.798

Results
Frontier orbital gap: 9.72 eV
Multiplicity: 1
HOMO level: -9.962 eV
SMILES: [H]/N=C(\N)C(=O)CCl
Lowest unoccupied orbital energy: -0.0089 hartree

---

(2)
The following is a DFT calculation (ωB97M-V with the def2-TZVPD basis set) of the molecule C3H5ClN2O.

Bonds (Å) are listed after each position.
CARTESIAN COORDINATES (ANGSTROEM)
1 C 1.688 -0.956 -0.004  H6 1.107, N10 1.387, O11 1.191
2 C -0.692 -0.535 0.000  C3 1.333, H7 1.074, N10 1.392
3 C -1.776 0.241 0.004  C2 1.333, H8 1.086, Cl12 1.722
4 H 0.492 1.700 -0.820  N9 1.003
5 H 0.495 1.694 0.828  N9 1.009
6 H 1.346 -2.009 -0.003  C1 1.107
7 H -0.798 -1.603 0.002  C2 1.074
8 H -1.750 1.326 -0.009  C3 1.086
9 N 0.902 1.290 -0.002  H4 1.003, H5 1.009, N10 1.389
10 N 0.620 -0.071 0.000  C1 1.387, C2 1.392, N9 1.389
11 O 2.841 -0.657 0.003  C1 1.191
12 Cl -3.368 -0.418 0.000  C3 1.722

Results
Frontier orbital gap: 9.66 eV
Multiplicity: 1
HOMO level: -8.979 eV
SMILES: NN(C=O)/C=C/Cl
Lowest unoccupied orbital energy: 0.0250 hartree

---

Ordering by calculated energy gives the sequence (1), (2), with the first entry being the most stable.

---

(1)
The following is a DFT calculation (ωB97M-V with the def2-TZVPD basis set) of a cluster of 2 separate species, CH2N2O2 in total.

Bonds (Å) are listed after each position.
CARTESIAN COORDINATES (ANGSTROEM)
1 C -2.032 -0.756 0.239  N3 1.172, O4 1.166
2 N 1.817 -0.210 0.199  O5 1.255
3 N -1.094 -1.422 0.014  C1 1.172, H7 0.964
4 O -3.072 -0.237 0.320  C1 1.166
5 O 3.010 -0.504 -0.052  N2 1.255, H6 0.997
6 H 3.769 0.141 -0.093  O5 0.997
7 H -0.187 -1.397 0.339  N3 0.964

Results
Frontier orbital gap (spin up / spin down): 9.25 / 9.26 eV
Multiplicity: 1
HOMO level (spin up / spin down): -9.565 / -9.557 eV
Lowest unoccupied orbital energy (spin up / spin down): -0.0116 / -0.0108 hartree

---

(2)
The following is a DFT calculation (ωB97M-V with the def2-TZVPD basis set) of the molecule CH2N2O2.

Bonds (Å) are listed after each position.
CARTESIAN COORDINATES (ANGSTROEM)
1 C 0.717 -0.224 -0.709  N3 1.371, O4 1.191, H6 1.122
2 N -1.331 0.270 0.245  N3 1.321, O5 1.204
3 N -0.073 -0.099 0.404  C1 1.371, N2 1.321, H7 0.997
4 O 0.287 -0.525 -1.778  C1 1.191
5 O -1.869 0.712 1.227  N2 1.204
6 H 1.828 -0.079 -0.646  C1 1.122
7 H 0.441 -0.055 1.257  N3 0.997

Results
Frontier orbital gap: 9.92 eV
Multiplicity: 1
HOMO level: -10.122 eV
SMILES: O=CNN=O
Lowest unoccupied orbital energy: -0.0075 hartree

---

Ordering by calculated energy gives the sequence (2), (1), with the first entry being the most stable.

---

(1)
The following is a DFT calculation (ωB97M-V with the def2-TZVPD basis set) of a cluster of 2 separate species, CH2N2O2 in total.

Bonds (Å) are listed after each position.
CARTESIAN COORDINATES (ANGSTROEM)
1 C 1.532 -0.136 -0.525  N3 1.220, O4 1.168
2 N -1.749 -0.165 -0.232  O5 1.279
3 N 0.753 -0.893 0.029  C1 1.220, H7 0.993
4 O 2.211 0.667 -1.035  C1 1.168
5 O -1.899 1.053 0.128  N2 1.279, H6 1.026
6 H -1.892 1.196 1.145  O5 1.026
7 H 1.044 -1.722 0.490  N3 0.993

Results
Frontier orbital gap (spin up / spin down): 9.23 / 9.23 eV
Multiplicity: 1
HOMO level (spin up / spin down): -8.766 / -8.757 eV
Lowest unoccupied orbital energy (spin up / spin down): 0.0171 / 0.0172 hartree

---

(2)
The following is a DFT calculation (ωB97M-V with the def2-TZVPD basis set) of a cluster of 2 separate species, CH2N2O2 in total.

Bonds (Å) are listed after each position.
CARTESIAN COORDINATES (ANGSTROEM)
1 C 1.818 0.840 0.331  N2 1.142, H6 1.098
2 N 1.615 0.025 -0.444  C1 1.142
3 N -1.465 -0.066 -0.307  O4 1.184, O5 1.370
4 O -2.437 0.259 0.286  N3 1.184
5 O -1.061 -1.358 -0.098  N3 1.370, H7 1.038
6 H 1.839 1.671 1.047  C1 1.098
7 H -0.309 -1.371 -0.814  O5 1.038

Results
Frontier orbital gap: 10.79 eV
Multiplicity: 1
HOMO level: -10.185 eV
SMILES: O=NO.C#N
Lowest unoccupied orbital energy: 0.0221 hartree

---

Ordering by calculated energy gives the sequence (2), (1), with the first entry being the most stable.